{"formula": "C6H7ClS2", "method": "ωB97M-V with the def2-TZVPD basis set", "charge": 0, "lumo_energy_ev": 0.32, "e_above_lowest_ev": 0.6347, "max_force_ev_per_a": 6.1, "elements": ["C", "C", "C", "C", "C", "C", "S", "S", "Cl", "H", "H", "H", "H", "H", "H", "H"], "xyz": [[1.323, -1.147, 0.367], [2.670, -1.290, 0.413], [2.046, 0.989, -0.426], [0.959, 0.129, -0.088], [-3.011, -0.010, 0.121], [-0.364, 0.603, -0.225], [3.500, 0.172, -0.116], [-1.373, -0.571, 0.628], [-0.689, 2.340, 0.209], [0.529, -1.841, 0.548], [3.195, -2.185, 0.727], [2.135, 1.994, -0.772], [-2.999, 1.081, 0.541], [-3.701, -0.697, 0.630], [-3.214, -0.189, -0.924], [-1.004, 0.622, -1.634]], "forces_ev_per_angstrom": [[0.6, 0.6, -0.5], [0.7, 0.3, -0.1], [-0.6, -2.6, 1.2], [3.4, 3.1, -1.5], [0.4, 1.0, 1.8], [-4.8, 0.3, -3.8], [-0.4, -1.4, 0.4], [-1.3, 0.0, 0.1], [0.4, -0.4, 0.1], [0.4, -0.7, 0.3], [0.2, 0.3, -0.1], [-0.6, 0.4, -0.1], [-0.9, -2.0, -1.3], [0.0, 0.6, 0.3], [0.3, 0.6, -0.5], [2.2, -0.2, 3.7]], "nbo_charge": [-0.25, -0.39, -0.38, -0.22, -0.76, -0.30, 0.47, 0.26, -0.06, 0.25, 0.24, 0.25, 0.25, 0.23, 0.22, 0.18]}

=====

{"formula": "C2H2Na2O2", "method": "ωB97M-V with the def2-TZVPD basis set", "charge": 0, "lumo_energy_ev": [-1.23, -1.47], "e_above_lowest_ev": 0.0000, "max_force_ev_per_a": 3.9, "elements": ["C", "C", "O", "O", "H", "Na", "Na", "H"], "xyz": [[-0.045, -1.188, 0.580], [0.155, -0.323, -0.479], [0.103, 1.030, -0.388], [-0.034, -0.862, 1.856], [0.017, -0.766, -1.483], [-0.457, 2.672, -1.983], [-0.528, 1.356, 1.719], [0.789, -1.920, 0.178]], "forces_ev_per_angstrom": [[3.9, 0.1, -0.1], [-1.8, 1.2, -0.5], [-0.5, 1.0, -0.7], [-0.9, 0.3, -0.5], [0.6, 0.1, 0.3], [0.3, -0.9, 0.7], [0.3, -0.9, -0.1], [-1.9, -0.8, 1.0]], "nbo_charge": [0.02, -0.01, -1.07, -0.91, 0.11, 0.81, 0.93, 0.11]}

=====

no.,total energy (hartree)
1,-1489.2968
2,-552.4107